Entry 1:
Molecular formula: C28H101N7O19
Method: DFT, ωB97M-V with the def2-TZVPD basis set

Geometry as XYZ:
```
155
Properties=species:S:1:pos:R:3:forces:R:3:mulliken_charge:R:1
H -7.5875 -21.2145 -1.7236 -0.04 -0.38 -0.13 0.1959
O -16.8495 -26.0764 2.2939 -0.62 -0.51 -0.64 -0.4428
H -11.3202 -25.9306 -0.7242 -0.43 1.40 -0.22 0.4269
H -9.2064 -27.5268 4.8682 -0.63 0.22 -0.63 0.0426
H -11.5354 -18.6521 0.5962 0.50 0.42 0.64 0.2823
H -7.4012 -18.1974 5.0209 0.08 -0.09 -0.55 0.3671
O -7.5953 -25.3034 1.1396 0.50 0.40 -0.17 -0.7581
N -16.4298 -28.7333 2.9828 1.14 0.42 -1.37 -0.6821
H -12.9858 -14.0996 5.4936 -0.41 -0.22 -0.55 0.2685
H -9.2228 -30.4175 7.7650 0.19 0.81 0.47 0.2501
H -17.6373 -28.5735 -0.1500 0.39 0.07 -0.43 0.4115
H -13.7946 -19.9818 -1.0326 0.03 0.14 -0.51 0.3988
C -14.2282 -22.2233 -2.7137 0.49 0.86 -0.26 -1.1989
C -12.7950 -17.4160 5.4330 -1.61 -0.45 0.12 -0.5628
H -12.8952 -19.3175 0.6107 -0.24 0.05 0.33 0.2648
H -17.2503 -24.1699 3.0701 -0.29 -0.61 0.19 0.3712
H -8.3191 -22.6662 3.4371 -0.41 0.63 0.39 0.1590
O -11.1478 -26.8720 -0.7078 0.35 -1.25 0.32 -0.5502
H -14.7911 -23.9810 -0.4190 0.28 0.19 0.10 0.3335
O -13.0471 -28.5745 0.2705 -0.48 -0.62 0.32 -0.6723
C -10.8119 -21.5734 1.3157 -1.03 -0.09 -0.86 -0.4424
H -13.7362 -15.1302 6.7019 0.37 -0.01 0.45 0.2964
O -11.6434 -24.2615 -1.2716 -0.81 -1.05 1.25 -0.6867
H -10.3543 -25.6896 6.3255 -0.26 -0.59 0.12 0.4397
H -16.6094 -24.1696 1.4771 0.32 -0.11 -0.25 0.1262
N -9.2583 -30.1644 6.7878 -0.03 -0.65 0.55 -0.7337
H -8.4978 -20.3549 2.1588 -0.56 0.17 -0.13 -0.7738
N -13.1648 -18.0949 3.1391 -0.50 -0.28 -0.56 -0.5043
H -11.4808 -28.6005 7.7192 0.10 -1.21 0.19 0.3070
H -13.7584 -21.3952 -3.2442 0.34 0.40 0.12 0.4834
O -10.2445 -20.1574 -1.6847 0.52 -0.37 -0.31 -0.5619
H -12.9534 -25.5967 6.1015 0.83 -0.12 -0.28 0.2096
H -10.4545 -20.5506 1.1966 0.54 -0.27 0.62 0.1398
H -9.9691 -21.2807 3.9474 -0.12 -0.42 0.00 0.0117
H -17.2232 -28.1639 3.2407 -0.08 0.14 0.53 0.3266
C -11.6705 -23.1319 2.9475 0.56 -0.78 -0.28 -1.4545
H -15.9645 -26.3900 0.4031 -0.47 -0.28 -0.34 0.4734
H -12.6276 -22.7918 2.5521 -0.34 -0.31 0.08 0.3649
H -11.7116 -17.5308 5.3983 0.27 0.06 -0.25 0.1702
H -15.2368 -22.1924 -3.1261 -0.48 -0.42 0.47 0.3991
C -8.8762 -19.6712 4.2731 1.21 -0.13 0.36 2.2549
H -9.3162 -24.6689 2.7763 0.17 -0.17 0.54 -0.7962
H -5.4654 -22.5594 -1.7422 -0.28 0.43 -0.39 0.4712
H -13.1097 -28.6080 2.2012 0.06 -0.12 -0.48 0.2780
H -9.6680 -17.9313 2.0464 0.96 -0.20 0.38 0.4125
O -12.1655 -19.0991 0.0310 -0.44 -0.23 -0.90 -0.6516
C -11.1506 -28.4854 6.6868 -0.74 1.06 0.76 -0.7536
C -15.0654 -22.9261 -0.4104 -0.51 0.73 -0.25 -1.8332
N -6.9855 -23.8607 -1.1844 0.45 0.71 -0.34 -0.5721
H -10.4337 -22.1912 0.5012 0.92 -0.41 0.42 -0.0692
H -10.1686 -17.1226 0.8687 0.07 0.33 -0.13 0.2584
O -9.6041 -23.0361 -2.2163 -0.34 0.03 -0.40 -0.7668
H -12.0860 -19.9577 4.9289 0.16 -0.37 0.02 0.0493
H -10.9182 -27.0897 -1.6112 0.13 -0.04 -0.25 0.1877
C -12.8220 -26.6515 6.3428 0.65 -1.99 0.90 -0.6731
H -3.8798 -21.3351 2.3587 -0.28 -0.10 0.08 0.2123
H -13.5811 -22.8543 -5.1648 0.07 0.63 0.50 0.3618
H -16.0895 -22.8454 -0.7747 -0.08 -0.11 -0.57 0.3908
H -13.3203 -27.3106 5.6320 -0.03 0.22 -0.37 0.1827
O -13.2374 -16.1377 4.9838 0.78 0.85 0.31 -0.3604
O -9.2188 -27.4335 1.2711 0.29 -0.36 0.60 -0.5760
H -7.1605 -19.7840 5.7146 -0.09 -0.42 -0.49 0.3594
H -15.5672 -24.6025 2.8928 0.31 0.25 -0.20 0.1602
C -3.4145 -21.9007 1.5514 -0.32 -0.13 -0.95 -0.7575
H -8.3760 -18.7142 6.2619 -0.73 -0.34 0.01 0.4710
C -13.5313 -23.6734 -4.4473 0.86 -1.17 -0.94 -0.9974
H -9.7984 -22.1229 -2.0055 -0.24 0.74 -0.03 0.2283
H -9.0314 -28.1500 7.0940 -0.02 0.27 -0.35 0.4040
H -5.8876 -23.0716 1.1741 -0.04 0.60 0.52 0.0745
C -7.9230 -19.0970 5.3474 -0.10 0.89 0.33 -1.7583
O -7.8122 -23.4707 3.3276 0.61 -0.18 -0.58 -0.6349
N -14.5811 -20.6100 -0.9497 -0.12 0.62 0.05 -0.7896
H -14.8532 -20.5021 0.0170 -0.34 -0.14 0.17 0.2902
H -16.7881 -29.6716 2.8763 -0.01 -0.32 0.64 0.2545
H -12.1884 -18.2466 2.9296 0.29 -0.32 0.25 0.0346
C -12.9537 -15.0916 5.9440 -0.24 -0.37 -0.81 -0.7731
C -9.6480 -28.7834 6.4564 -1.51 -1.25 -0.43 0.4111
H -6.3788 -20.6501 -0.6473 -0.51 0.46 0.83 0.6037
H -3.1428 -22.8995 1.8930 -0.10 -0.15 0.10 0.3468
H -13.1280 -22.1125 -0.8450 0.27 -0.23 -0.23 -1.0569
H -10.0660 -26.1109 2.8482 0.11 -0.20 0.08 -0.1131
C -13.5099 -18.4755 4.5137 0.70 2.25 -0.50 0.3893
H -11.6686 -23.1905 4.0359 -0.23 0.04 0.09 0.2400
H -12.5776 -24.1805 -4.5931 0.03 -0.04 -0.41 0.3229
H -10.9341 -24.3776 1.3690 -0.12 0.21 -0.35 -0.4195
H -7.1075 -20.0798 3.1148 0.23 -0.12 0.27 0.6692
H -12.3246 -23.9085 -1.8440 -0.51 -0.04 -0.47 0.3361
C -14.1485 -21.9666 -1.1990 -0.69 -1.19 -0.03 2.4797
H -14.5893 -18.3992 4.6450 -0.07 0.50 -0.11 0.3844
C -5.2552 -22.9805 0.2910 0.43 1.54 0.35 -0.3006
C -12.4416 -25.5415 2.3195 0.09 0.75 0.71 -1.1939
C -7.0612 -18.3092 1.3829 0.62 -0.16 -1.46 -0.6366
H -9.6922 -19.4115 -1.9188 0.22 0.07 -0.18 0.2613
H -13.6867 -20.1607 5.6820 0.19 -0.57 -0.04 0.4667
H -8.1477 -26.0569 1.3478 -0.47 -0.68 -0.14 0.4104
H -13.4409 -20.5061 3.9179 -0.11 -0.08 0.16 0.2797
H -13.1589 -25.2045 1.5712 -0.23 0.04 0.20 0.0535
H -15.2184 -22.5296 0.5933 0.64 -0.35 0.41 0.4598
H -7.7517 -24.6863 1.8544 0.34 0.43 0.50 0.1482
H -13.3256 -26.8014 7.2978 -0.17 0.00 0.23 0.3670
H -7.4055 -23.6162 4.1818 0.02 -0.15 0.29 0.1644
O -7.9611 -18.3562 2.4542 -0.06 0.43 -0.20 -0.5073
C -11.2725 -24.5380 2.3927 0.39 -0.54 -0.45 2.2913
C -13.1615 -19.8837 4.7679 0.57 -0.39 0.69 -1.2285
O -4.2223 -21.9489 0.3618 -0.61 -0.10 0.60 -0.3904
C -6.1853 -22.6621 -0.9303 1.08 -1.36 0.30 0.1599
H -18.4765 -28.4067 1.2656 0.25 0.11 0.78 0.3477
H -10.2100 -28.9431 4.2858 -0.05 0.07 0.27 0.2564
H -14.3007 -24.3756 -4.7684 -0.40 -0.08 0.36 0.2914
H -13.1076 -17.4885 6.4747 0.01 -0.41 0.30 0.4673
H -6.2600 -24.5307 -1.3962 -0.48 -0.83 -0.15 0.3902
C -16.2636 -28.3552 1.5236 -0.95 1.10 0.84 -0.0835
C -15.9720 -26.8182 1.4054 -0.11 0.13 1.80 1.4090
O -13.4403 -28.7819 3.0825 0.56 0.00 0.59 -0.5785
C -7.0882 -21.4656 -0.7877 1.08 0.26 -0.53 -1.0407
O -9.6913 -25.0601 6.0421 0.68 0.81 0.66 -0.7629
O -10.7348 -22.0862 2.6420 -0.02 -0.20 -1.25 0.7013
H -8.8207 -23.2390 -1.7049 1.10 -0.53 -0.01 0.4421
H -13.7209 -28.2966 -0.3500 -0.11 0.09 -0.15 0.2678
H -12.2085 -26.5852 2.1083 0.65 0.23 -0.32 0.2786
H -9.5743 -21.1648 5.5118 0.19 0.13 0.27 0.3557
H -17.6675 -29.9235 0.8828 0.26 -0.09 0.42 0.4335
N -10.1289 -25.1459 3.1396 -1.26 1.02 -0.29 0.4989
H -14.9714 -26.6382 1.7985 0.33 -0.26 -0.02 -1.1203
H -7.0112 -17.3541 0.8600 -0.41 0.38 0.59 0.4004
H -11.8278 -21.4786 0.9324 -0.69 -0.04 0.69 0.1823
H -9.9305 -24.8495 5.1395 -0.05 -0.16 -0.82 0.2112
H -12.2687 -28.0782 0.0176 0.49 0.56 -0.35 0.3971
H -9.9373 -27.3256 0.6480 -0.56 0.30 -0.65 0.3694
C -9.4288 -28.5900 4.9589 1.85 1.06 0.64 -1.0774
H -8.4608 -29.0311 4.7214 -0.13 -0.41 -0.24 0.4308
H -10.9958 -19.7684 -1.2369 -0.73 0.10 0.46 0.2487
O -11.4373 -27.1003 6.5083 -0.24 2.13 -1.05 -0.3038
H -15.4057 -28.8410 1.0588 0.02 -0.24 0.29 0.0921
O -10.4665 -17.6988 1.5725 -0.81 0.17 -0.31 -0.7289
H -11.9280 -15.1349 6.3105 -0.06 -0.50 0.44 0.3089
N -9.2153 -21.0420 4.5757 0.40 -0.63 0.01 -0.2895
H -7.8610 -21.6470 -0.0407 0.22 0.42 0.38 -0.1490
H -9.8599 -30.9085 6.4645 -0.37 0.31 -0.92 0.2111
C -17.5448 -28.8406 0.9027 -0.90 0.38 -2.25 -1.6530
H -14.3904 -28.6957 3.0038 -0.64 -0.03 0.36 0.4409
H -10.8288 -23.8908 -1.6110 1.05 0.58 -0.44 0.4708
C -16.5479 -24.7004 2.4272 0.24 -0.21 -0.09 -0.4644
O -13.5307 -23.3924 -3.0881 -0.67 0.31 0.86 -0.4319
H -11.7646 -29.0111 5.9555 -0.01 -0.61 0.19 0.3252
H -7.3504 -24.1206 -0.2793 -0.23 -0.72 0.13 0.1221
H -12.8679 -25.6243 3.3192 -0.53 0.19 0.03 0.1758
H -8.7091 -28.1661 0.9251 0.19 -0.27 0.05 0.2480
H -9.8362 -19.1559 4.2431 0.24 1.03 -0.40 -1.1056
H -4.7069 -23.9224 0.3063 -0.26 -0.42 -0.88 0.5312
H -13.2543 -17.0940 3.0378 -0.31 0.18 -0.02 0.3460
C -8.1018 -19.6793 2.9170 -0.02 -0.23 1.33 0.0454
H -6.0281 -18.5653 1.6178 0.07 -0.03 0.69 0.3739
H -2.4943 -21.3850 1.2767 -0.03 0.01 -0.05 0.2687
H -7.3168 -19.0175 0.5948 -0.39 -0.29 0.01 -0.0179
```
Forces are in eV/Å.

Properties
Energy above the lowest of the compared OMol25 structures with the same formula, charge and spin (eV): 1.0183
Gap between HOMO and LUMO (eV): 8.920
M (g/mol): 840.146
Electronic energy (Eh): -2940.1134

---

Entry 2:
Molecular formula: C28H12F15GeN4NiOS3
Method: DFT, ωB97M-V with the def2-TZVPD basis set

Geometry as XYZ:
```
65
Properties=species:S:1:pos:R:3:forces:R:3:nbo_charge:R:1
H 0.3700 0.3872 1.0823 -0.15 0.07 -0.13 0.5071
Ni -0.9640 -1.6564 1.9786 0.44 -1.00 0.83 0.9222
C 0.8333 4.8588 -0.0621 0.02 -0.03 -0.02 0.2311
H -1.0881 -4.0005 4.9827 0.00 -0.02 -0.04 0.2045
F -2.3389 -2.1324 -4.8103 0.00 0.00 0.00 -0.3012
C -2.0567 -2.0301 4.5322 0.17 -0.15 0.01 0.1601
N -0.5263 -3.1264 3.1926 0.19 0.17 -0.09 -0.2600
C 3.2823 -0.6280 -3.9683 0.02 0.00 0.03 0.2345
F 0.5743 2.8911 1.1288 -0.09 0.05 -0.15 -0.3311
H -3.9692 1.2280 4.9528 -0.01 -0.01 -0.01 0.2322
F -0.5433 -1.6809 -2.8683 0.05 0.05 0.01 -0.3204
C 0.5953 2.7369 -1.2416 -0.23 -0.01 -0.10 -0.5014
H -2.5934 0.7726 2.9319 0.01 0.01 0.01 0.2620
C -2.6726 0.0486 3.7305 0.07 0.02 0.08 0.0975
C 1.8776 0.2135 -2.1587 -0.05 -0.19 0.17 -0.4949
S 0.5625 -2.5844 0.7143 -0.15 0.08 -0.29 -0.0872
C 0.9399 -3.8814 1.7678 0.20 -0.23 -0.06 -0.0877
F 1.0704 5.4894 -3.6056 -0.03 -0.01 0.00 -0.3015
C -3.5265 -0.6869 5.8375 0.03 -0.04 0.03 -0.1511
C -3.0394 1.3238 -4.0370 0.01 -0.04 0.01 0.2376
C -2.2604 -0.9240 -4.2352 -0.03 0.01 0.03 0.2372
C 0.9227 4.8318 -2.4463 0.03 0.01 0.05 0.2331
C 1.1509 0.5502 2.9172 0.00 -0.09 -0.09 -0.2431
C 4.1704 -0.5472 -1.7589 -0.02 -0.01 -0.06 0.2286
C -3.4433 0.2887 4.8618 0.03 0.01 -0.03 -0.2531
C 0.7447 3.4607 -2.4109 0.09 0.02 -0.07 0.3984
F 5.4785 -1.3838 -3.5376 0.00 0.02 -0.01 -0.3000
S 2.1507 -5.0772 1.3390 -0.01 0.08 0.04 0.3021
C -3.1135 0.0850 -4.6432 0.00 0.01 0.00 0.2733
F 1.1213 6.8666 -1.2650 0.03 -0.01 0.00 -0.2992
F 5.1817 -0.7626 -0.9024 0.00 0.00 0.01 -0.3051
H -4.1269 -0.5293 6.7241 -0.01 0.00 -0.01 0.2182
Ge 0.1448 0.7152 -1.1267 0.54 0.47 -0.29 0.7022
H 2.3482 -3.9768 -0.8055 0.00 -0.04 -0.02 0.2436
O 0.1143 0.2025 2.0149 -0.01 0.24 0.53 -0.8532
F -3.8793 2.2966 -4.4183 0.01 0.01 0.00 -0.3011
C 2.9648 -0.0194 -1.3330 0.13 0.00 0.06 0.3773
F 1.1414 0.1001 -4.4165 -0.02 -0.02 0.04 -0.3229
F 0.7243 2.8409 -3.6048 -0.06 -0.04 0.04 -0.3240
C -1.1956 -3.1793 4.2828 -0.13 0.07 0.03 0.0226
H 3.5815 -3.4067 0.3436 0.00 0.01 0.00 0.2313
F 3.4378 -0.9154 -5.2686 -0.01 0.00 0.00 -0.3013
C 4.3266 -0.8625 -3.0953 0.00 0.00 0.02 0.2677
F 0.8964 5.5348 1.0955 -0.02 -0.01 0.00 -0.3036
C -1.3439 -0.6606 -3.2363 -0.03 -0.06 -0.06 0.3987
C -2.0980 1.5401 -3.0431 -0.05 0.05 -0.03 0.3928
H 0.8302 0.2501 3.9155 0.01 0.00 0.02 0.1678
C 2.0930 -0.1005 -3.4882 -0.04 0.04 -0.12 0.3915
C 0.6596 3.4835 -0.0834 0.09 0.08 0.11 0.3880
F -4.0100 -0.1403 -5.6121 -0.01 0.00 0.02 -0.2997
C 3.0308 -4.2741 -0.0130 -0.07 0.01 -0.06 -0.7540
C -3.0493 0.1909 0.6395 0.14 -0.31 -0.27 0.0708
H 1.3226 1.6277 2.9043 0.04 -0.05 0.04 0.1856
H 3.7259 -5.0210 -0.3930 0.01 0.01 0.01 0.2288
H 2.0802 0.0289 2.6724 0.01 0.00 0.02 0.1769
C 0.9570 5.5379 -1.2570 -0.01 0.00 -0.01 0.2745
F 2.8972 0.2757 -0.0129 -0.09 0.00 -0.03 -0.3278
N -3.5120 1.2209 0.9013 -0.03 0.05 0.01 -0.4691
N 0.3805 -4.1177 2.9251 -0.30 0.37 -0.04 -0.4054
H -2.8325 -2.6479 6.4258 0.00 0.00 0.00 0.2221
C -1.2017 0.5742 -2.6323 0.02 -0.04 0.04 -0.5135
N -2.0073 -1.0905 3.5663 -0.36 0.08 -0.39 -0.4767
F -2.0961 2.7678 -2.4924 0.05 -0.01 0.01 -0.3216
S -2.3805 -1.3078 0.2456 -0.39 0.22 0.13 -0.2746
C -2.8152 -1.8680 5.6770 -0.03 0.09 0.03 -0.2360
```
Forces are in eV/Å.

Properties
Energy above the lowest of the compared OMol25 structures with the same formula, charge and spin (eV): 0.0000
Gap between HOMO and LUMO (alpha / beta) (eV): 5.808 / 5.804
M (g/mol): 932.905
Charge: -1
Electronic energy (Eh): -7646.2587